*P*
The following is a quantum chemistry calculation of C5H13N3O as an isolated structure, from the Open Molecules 2025 dataset.

Summary:
HOMO energy	-0.267	Eh
orbital gap	0.2981	hartree
multiplicity	1

CARTESIAN COORDINATES (ANGSTROEM)
C -0.9856 -1.2206 -1.2292
C -0.8324 -1.0226 0.2531
N -2.1548 0.8140 0.3199
N -0.0791 -1.9806 0.9251
N -1.5221 -0.1824 0.9735
H -2.5005 1.4505 1.0369
H -1.1393 1.4732 -0.2219
H -0.1546 -2.9197 0.5624
H -0.1844 -1.9337 1.9288
H -0.1515 -1.7857 -1.6432
H -1.9217 -1.7521 -1.4340
H -1.0506 -0.2726 -1.7516
C 2.0813 0.0750 -0.4358
C 1.0792 0.9146 0.2723
C 0.2758 1.8873 -0.3243
O 1.1931 0.8122 1.6211
H 0.3953 1.1579 2.0442
H 3.0866 0.3776 -0.1249
H 2.0026 0.1863 -1.5144
H 1.9574 -0.9701 -0.1457
H 0.4822 2.0968 -1.3660
H 0.1234 2.7948 0.2538

Quick look at the natural (NBO) charges, all values in e:
1 C -0.70
2 C 0.35
3 N -0.65
4 N -0.83
5 N -0.35
6 H 0.34
7 H 0.33
8 H 0.37
9 H 0.39
10 H 0.21
11 H 0.23
12 H 0.24
13 C -0.69
14 C 0.47
15 C -0.72
16 O -0.68
17 H 0.50
18 H 0.24
19 H 0.22
20 H 0.25
21 H 0.23
22 H 0.23

*Q*
The following is a quantum chemistry calculation of a 2-piece molecular cluster, C5H13N3O overall, from the Open Molecules 2025 dataset.

Summary:
HOMO energy	-0.305	Eh
SMILES	NC(N)=NO.C=C(C)C
orbital gap	0.3330	hartree
multiplicity	1

CARTESIAN COORDINATES (ANGSTROEM)
N 2.5737 -0.4899 0.3094
C 1.7023 0.0757 -0.5767
N 1.4582 1.4272 -0.4440
N 1.1812 -0.5354 -1.5947
O 1.5782 -1.9052 -1.6854
H 2.6665 -0.0806 1.2222
H 2.6362 -1.4958 0.2636
H 1.3500 1.7458 0.5098
H 0.6961 1.7348 -1.0327
H 1.4874 -2.0920 -2.6269
C -1.5654 0.1342 -1.1115
C -1.5230 0.1717 0.1914
C -2.1623 1.1805 1.0877
C -0.6572 -0.9214 1.0556
H -2.1435 0.7909 -1.7406
H -0.7065 -0.4724 -1.6552
H -1.4192 1.6771 1.7115
H -2.6939 1.9332 0.5101
H -2.8655 0.6898 1.7641
H -1.4137 -1.4554 1.6328
H -0.1836 -1.6772 0.4364
H 0.0041 -0.4356 1.7728

Quick look at the natural (NBO) charges, all values in e:
1 N -0.83
2 C 0.54
3 N -0.81
4 N -0.31
5 O -0.62
6 H 0.39
7 H 0.41
8 H 0.37
9 H 0.41
10 H 0.48
11 C -0.46
12 C 0.03
13 C -0.65
14 C -0.65
15 H 0.19
16 H 0.25
17 H 0.20
18 H 0.21
19 H 0.21
20 H 0.21
21 H 0.23
22 H 0.19

Winner for stability: *Q*